Version P
58
Properties=species:S:1:pos:R:3 method="wB97M-V/def2-TZVPD" total_charge=+1
W -0.4686 0.0637 -0.3940
C 4.3653 -0.4117 -7.0181
C 3.2397 -0.4983 -6.0344
C 3.4488 -0.2018 -4.6845
C 2.4101 -0.2585 -3.7785
C 1.1502 -0.6312 -4.2390
C 0.9027 -0.9219 -5.5733
C 1.9577 -0.8533 -6.4620
S -0.1626 -0.6205 -3.0982
O -0.2094 0.7100 -2.4253
O -1.3366 -1.1737 -3.6813
N 0.2325 -1.3623 -1.6919
C 0.3820 -2.7004 -1.3479
C 0.4506 -3.8050 -2.1540
C 0.7319 -5.0576 -1.5729
C 0.9631 -5.1907 -0.2312
C 0.8949 -4.0621 0.6202
C 1.1411 -4.0667 2.0100
C 1.0634 -2.8918 2.7135
C 0.7114 -1.7058 2.0638
N 0.4611 -1.6637 0.7639
C 0.5694 -2.8237 0.0460
H 5.3277 -0.5664 -6.5341
H 4.3787 0.5774 -7.4809
H 4.2504 -1.1445 -7.8150
H 4.4362 0.0905 -4.3517
H 2.5384 -0.0139 -2.7305
H -0.0972 -1.1858 -5.8916
H 1.7879 -1.0655 -7.5094
H 0.2909 -3.7137 -3.2207
H 0.7849 -5.9234 -2.2180
H 1.2067 -6.1561 0.1917
H 1.3938 -4.9940 2.5081
H 1.2620 -2.8619 3.7745
H 0.6190 -0.7710 2.5987
O -3.1772 -0.6739 2.6423
C -2.8752 -0.3585 1.5354
O -1.5968 -0.1926 1.1558
C -3.8501 -0.0970 0.4386
C -5.1816 0.1427 0.7296
C -6.0578 0.4147 -0.2956
C -5.6193 0.5536 -1.5989
C -4.2873 0.3575 -1.8832
C -3.3770 -0.0625 -0.8801
O -2.1255 -0.5077 -1.1623
N -3.8338 0.7548 -3.2151
O -4.5482 0.5202 -4.1603
O -2.8216 1.4234 -3.2385
N -7.4864 0.6271 0.0011
O -7.8366 0.4688 1.1504
O -8.1983 0.9379 -0.9307
H -5.5322 0.1015 1.7520
H -6.3111 0.8388 -2.3795
O -0.7719 1.9856 -0.2319
S 0.6354 2.0593 0.4102
O 1.2375 3.3212 0.4837
O 0.4368 1.2343 1.6061
O 1.3147 1.0008 -0.4861

=====

Version Q
58
Properties=species:S:1:pos:R:3 method="wB97M-V/def2-TZVPD" total_charge=+1
W -0.3326 -1.0247 0.2669
C 4.6059 -3.0899 -5.6389
C 3.6709 -3.1289 -4.4675
C 2.8243 -2.0509 -4.2017
C 1.9309 -2.0835 -3.1500
C 1.8968 -3.2245 -2.3512
C 2.7209 -4.3217 -2.5920
C 3.6066 -4.2585 -3.6511
S 0.7934 -3.3205 -1.0251
O -0.4327 -2.5348 -1.3348
O 0.6786 -4.6562 -0.5654
N 1.2316 -2.2848 0.1710
C 2.5087 -2.0615 0.7009
C 3.5988 -2.8807 0.6943
C 4.8037 -2.4077 1.2718
C 4.8908 -1.1631 1.8291
C 3.7575 -0.3085 1.8466
C 3.7220 0.9948 2.3839
C 2.5589 1.7200 2.3351
C 1.4078 1.1588 1.7681
N 1.4143 -0.0663 1.2646
C 2.5731 -0.7883 1.2826
H 4.8929 -2.0692 -5.8849
H 4.1173 -3.5172 -6.5172
H 5.5054 -3.6725 -5.4471
H 2.8588 -1.1764 -4.8387
H 1.2651 -1.2531 -2.9639
H 2.6473 -5.2069 -1.9754
H 4.2501 -5.1042 -3.8565
H 3.5512 -3.8740 0.2687
H 5.6678 -3.0572 1.2673
H 5.8186 -0.8166 2.2643
H 4.6154 1.4154 2.8284
H 2.5003 2.7227 2.7318
H 0.4782 1.7084 1.7227
O -2.2320 0.7273 3.4159
C -2.0721 -0.1493 2.6329
O -1.0348 -0.0619 1.7224
C -2.8954 -1.3787 2.5395
C -4.0216 -1.4594 3.3501
C -4.8070 -2.5886 3.2884
C -4.5152 -3.6464 2.4450
C -3.4092 -3.5456 1.6315
C -2.5780 -2.4290 1.6772
O -1.4600 -2.3914 0.9290
N -3.1219 -4.6620 0.7106
O -3.3357 -5.7752 1.1315
O -2.7199 -4.3710 -0.3935
N -6.0000 -2.6812 4.1552
O -6.2116 -1.7483 4.8956
O -6.6630 -3.6890 4.0652
H -4.2768 -0.6514 4.0212
H -5.1396 -4.5284 2.4233
O -1.6886 -0.2082 -0.8260
S -0.7815 0.9167 -1.5758
O -1.0239 0.9195 -2.9630
O -0.8201 2.1094 -0.8030
O 0.5149 0.0898 -1.1894

=====

Tell me which of them is the least stable. Sure, it is version P.